Record 1
Below is a structure of composition C20H33AuN2O2SeSi4 in a non-equilibrium geometry, with properties calculated with the ωB97M-V functional and the def2-TZVPD basis.

Positions of all 63 atoms, in Å:
Au -1.635 0.799 0.082
O -0.829 -2.190 3.601
C -0.916 -1.680 2.505
O 0.114 -0.978 2.021
C -2.060 -1.968 1.614
C -2.871 -3.033 2.068
C -3.779 -3.606 1.235
C -3.914 -3.112 -0.076
C -4.770 -3.702 -1.024
C -4.880 -3.173 -2.282
C -4.163 -2.013 -2.621
C -3.330 -1.413 -1.716
C -3.158 -1.964 -0.429
N -2.254 -1.394 0.412
H -2.698 -3.386 3.074
H -4.366 -4.462 1.541
H -5.330 -4.588 -0.752
H -5.536 -3.636 -3.007
H -4.265 -1.588 -3.610
H -2.782 -0.515 -1.978
C 2.870 -0.493 1.722
Si 1.597 -1.343 2.819
C 1.691 -0.617 4.551
C 1.877 -3.200 2.612
Si 0.486 1.759 -0.519
Si 1.024 0.287 -2.299
C 0.679 -1.532 -1.885
C -0.110 0.916 -3.681
C 2.817 0.432 -2.906
Si 1.788 3.676 0.014
C 1.389 4.259 1.773
C 3.665 3.362 -0.103
C 1.327 4.910 -1.338
H 3.863 -0.848 2.007
H 2.868 0.593 1.835
H 2.718 -0.731 0.666
H 2.359 -1.213 5.176
H 0.713 -0.619 5.025
H 2.067 0.408 4.543
H 2.385 -3.653 3.464
H 2.477 -3.400 1.722
H 0.927 -3.720 2.496
H -0.009 -1.616 -1.042
H 1.594 -2.066 -1.621
H 0.223 -2.043 -2.735
H -1.145 0.996 -3.341
H -0.094 0.269 -4.560
H 0.206 1.915 -3.992
H 3.528 -0.015 -2.209
H 3.091 1.478 -3.049
H 2.925 -0.076 -3.867
H 2.181 3.999 2.477
H 0.458 3.814 2.130
H 1.259 5.342 1.801
H 4.092 2.985 0.827
H 4.180 4.295 -0.340
H 3.899 2.644 -0.891
H 0.261 5.129 -1.308
H 1.558 4.495 -2.323
H 1.869 5.852 -1.239
Se -3.452 2.270 -1.214
C -2.610 3.842 -1.000
N -2.073 4.856 -0.851

Calculated values
* 2S+1: 1
* energy above the lowest of the compared OMol25 structures with the same formula, charge and spin: 0.0 kcal/mol

***

Record 2
Below is a structure of composition C20H33BaF6NO4S2Si in a non-equilibrium geometry, with properties calculated with the ωB97M-V functional and the def2-TZVPD basis.

Positions of all 68 atoms, in Å:
Ba 0.531 1.128 -0.101
C -2.891 -1.178 1.763
C -1.818 -1.810 2.376
C -1.228 -2.916 1.777
C -1.721 -3.394 0.570
C -2.801 -2.770 -0.037
C -3.382 -1.657 0.554
H -3.361 -0.323 2.234
H -1.449 -1.445 3.328
H -0.395 -3.414 2.257
H -1.264 -4.256 0.101
H -3.190 -3.154 -0.971
H -4.223 -1.166 0.081
F -1.664 3.798 2.926
C -0.883 3.674 1.861
F -0.524 4.886 1.470
F -1.639 3.119 0.895
S 0.648 2.703 2.446
O 0.462 1.361 1.948
O 0.612 2.880 3.850
N 1.877 3.441 1.803
S 1.968 3.181 0.277
O 2.659 1.978 -0.095
O 0.679 3.319 -0.365
C 2.993 4.557 -0.374
F 2.380 5.709 -0.190
F 3.139 4.325 -1.667
F 4.171 4.566 0.221
C 2.213 -1.426 -4.159
C 1.679 0.004 -4.292
C 2.690 0.916 -3.581
C 1.667 0.380 -5.781
Si -0.081 0.143 -3.372
C -0.994 1.809 -3.995
C 0.006 2.971 -3.957
C -1.581 1.755 -5.412
C -2.124 2.171 -3.021
C -1.194 -1.412 -3.942
C -1.165 -1.699 -5.451
C -2.648 -1.168 -3.524
C -0.735 -2.678 -3.206
H 3.267 -1.460 -4.464
H 1.666 -2.120 -4.798
H 2.147 -1.773 -3.124
H 3.643 0.902 -4.124
H 2.875 0.566 -2.560
H 2.352 1.953 -3.531
H 2.646 0.163 -6.230
H 1.475 1.446 -5.921
H 0.913 -0.177 -6.338
H 0.817 2.829 -4.672
H 0.436 3.093 -2.959
H -0.501 3.908 -4.222
H -0.829 1.469 -6.149
H -1.967 2.743 -5.697
H -2.412 1.051 -5.475
H -1.745 2.262 -1.996
H -2.918 1.428 -3.014
H -2.567 3.132 -3.310
H -1.425 -0.817 -6.036
H -1.882 -2.493 -5.699
H -0.178 -2.039 -5.770
H -3.100 -0.346 -4.080
H -2.709 -0.946 -2.454
H -3.247 -2.064 -3.729
H 0.236 -3.024 -3.556
H -1.457 -3.486 -3.384
H -0.668 -2.502 -2.129

Calculated values
* 2S+1: 1
* energy above the lowest of the compared OMol25 structures with the same formula, charge and spin: 132.0 kcal/mol

***

Record 3
Below is a structure of composition C20H33LiNO2 in a non-equilibrium geometry, with properties calculated with the ωB97M-V functional and the def2-TZVPD basis.

Positions of all 57 atoms, in Å:
C 6.825 -2.068 -0.681
C 6.285 -1.199 0.557
C 6.526 0.374 0.193
C 5.515 1.208 1.141
C 4.236 1.645 0.232
C 2.924 0.760 0.517
C 1.715 1.735 0.935
C 1.381 2.881 -0.143
C 0.576 2.276 -1.405
C -0.973 2.764 -1.341
C -1.807 1.693 -0.492
C -3.379 1.973 -0.411
C -4.287 0.693 -0.079
C -3.725 -0.253 1.080
C -4.298 -1.761 0.943
C -4.807 -2.477 2.059
C -5.328 -3.992 1.899
O -5.348 -4.793 2.868
C -5.775 -4.451 0.442
C -5.268 -3.763 -0.702
N -5.610 -4.155 -2.078
C -4.269 -2.524 -0.475
O -3.446 -2.143 -1.349
H 7.431 -1.426 -1.400
H 5.899 -2.477 -1.230
H 7.513 -2.919 -0.315
H 5.153 -1.308 0.714
H 6.838 -1.384 1.540
H 7.623 0.675 0.368
H 6.333 0.513 -0.923
H 5.186 0.513 1.982
H 6.003 2.126 1.617
H 4.455 1.562 -0.894
H 4.075 2.763 0.461
H 2.644 0.076 -0.367
H 3.071 0.044 1.411
H 0.762 1.083 1.009
H 1.863 2.237 1.949
H 0.774 3.683 0.413
H 2.301 3.415 -0.560
H 1.080 2.609 -2.374
H 0.608 1.138 -1.337
H -0.966 3.785 -0.838
H -1.452 2.824 -2.380
H -1.546 0.631 -0.862
H -1.418 1.722 0.596
H -3.553 2.873 0.273
H -3.695 2.330 -1.480
H -4.557 0.125 -1.050
H -5.301 1.104 0.305
H -2.593 -0.361 1.108
H -4.057 0.091 2.127
H -4.869 -2.026 3.101
H -6.498 -5.317 0.247
H -6.603 -3.980 -2.286
H -5.049 -3.547 -2.695
Li -5.116 2.397 -1.940

Calculated values
* total charge: +1
* 2S+1: 1
* calculated total energy: -994.19463 Eh

***

Record 4
Below is a structure of composition C20H33N3O5S4Sc in a non-equilibrium geometry, with properties calculated with the ωB97M-V functional and the def2-TZVPD basis.

Positions of all 66 atoms, in Å:
Sc -0.340 0.088 -0.378
C 3.076 -0.167 -2.339
C 2.392 0.958 -3.061
S 1.110 1.815 -2.073
C -0.146 2.159 -3.413
C -1.504 2.383 -2.818
S -2.304 0.952 -2.175
C -2.845 0.022 -3.647
C -1.923 -1.151 -3.999
S -1.104 -1.908 -2.562
C 0.507 -2.302 -3.341
C 1.494 -2.671 -2.286
S 2.016 -1.213 -1.269
H 3.724 0.322 -1.623
H 3.669 -0.856 -2.971
H 1.918 0.474 -3.921
H 3.121 1.689 -3.333
H -0.068 1.339 -4.115
H 0.277 3.082 -3.751
H -2.307 2.795 -3.445
H -1.383 3.071 -1.989
H -2.919 0.821 -4.508
H -3.861 -0.239 -3.388
H -1.221 -0.733 -4.727
H -2.512 -1.947 -4.382
H 0.874 -1.426 -3.869
H 0.341 -3.170 -4.041
H 2.398 -3.066 -2.783
H 1.093 -3.445 -1.591
O -2.543 3.463 1.392
C -1.981 2.308 1.023
O -0.884 2.284 0.385
C -2.603 1.112 1.440
C -3.896 1.111 1.968
C -4.429 -0.107 2.410
C -3.759 -1.244 2.086
C -2.569 -1.223 1.296
N -2.039 -0.041 0.904
C -1.750 -2.341 0.902
O -2.011 -3.557 1.367
O -0.680 -2.074 0.277
H -2.025 4.231 1.149
H -4.479 2.010 1.873
H -5.275 -0.095 3.076
H -4.094 -2.233 2.426
H -2.823 -3.516 1.890
C 1.168 -2.191 3.097
N 2.059 -1.063 3.077
C 3.408 -1.136 3.638
C 1.660 0.003 2.307
O 0.908 -0.044 1.290
N 2.065 1.236 2.775
C 2.359 1.445 4.210
C 2.334 2.341 1.866
H 1.235 -2.715 4.041
H 1.170 -2.888 2.179
H 0.172 -1.722 3.088
H 3.955 -1.996 3.247
H 3.262 -1.353 4.731
H 3.971 -0.186 3.568
H 1.900 0.807 4.957
H 1.883 2.388 4.444
H 3.376 1.482 4.496
H 1.605 2.500 1.088
H 3.313 2.121 1.395
H 2.464 3.206 2.438

Calculated values
* total charge: +3
* 2S+1: 1
* calculated total energy: -3675.07682 Eh